8
Properties=species:S:1:pos:R:3 method="wB97M-V/def2-TZVPD" largest_force_ha_per_bohr=0.06484 energy_ev=-16978.093 charge=0 lumo_energy_ev=-0.29 molar_mass_da=103.02
C -0.01 -0.63 0.02
C 1.27 0.06 -0.08
N -1.19 -0.72 -0.27
O 0.95 -1.31 0.48
O -2.15 1.34 0.68
P -2.50 0.41 -0.39
H 1.85 0.75 0.53
H 1.78 0.10 -0.96



79
Properties=species:S:1:pos:R:3 method="wB97M-V/def2-TZVPD" largest_force_ha_per_bohr=0.02500 energy_ev=-56802.743 charge=-1 lumo_energy_ev=1.30 molar_mass_da=487.39
F -0.23 -0.13 -0.04
O 1.41 -3.71 2.37
H 0.77 -3.15 1.94
H 1.10 -4.60 2.20
O -1.71 -4.23 -2.45
H -1.35 -4.42 -3.33
H -2.66 -4.30 -2.56
O -1.87 1.59 5.27
H -1.39 1.28 4.50
H -1.70 0.93 5.94
O 1.28 -1.61 4.32
H 1.47 -0.92 3.68
H 1.38 -2.42 3.82
O 0.57 -1.65 -5.14
H 0.43 -0.82 -5.60
H 0.96 -1.40 -4.30
O -1.46 -4.67 0.20
H -1.36 -4.45 -0.73
H -1.35 -3.83 0.66
O 1.95 -0.24 1.79
H 1.35 -0.29 1.06
H 2.60 0.41 1.53
O -0.65 3.70 2.65
H -0.16 3.94 1.86
H -0.90 2.79 2.51
O -0.70 -2.10 1.70
H -0.48 -1.53 0.96
H -1.07 -1.52 2.36
O 4.21 -1.60 -0.06
H 3.72 -0.89 -0.48
H 4.94 -1.77 -0.66
O 0.93 3.74 0.33
H 1.31 4.55 -0.01
H 1.68 3.23 0.62
O 1.67 -0.84 -1.78
H 1.68 -0.32 -2.59
H 0.92 -0.52 -1.29
O 3.34 2.08 0.52
H 3.89 2.69 1.00
H 3.79 1.96 -0.32
O -3.20 3.94 0.60
H -3.34 3.00 0.58
H -4.03 4.30 0.92
O -0.05 2.27 -1.80
H 0.34 2.87 -1.16
H -0.08 1.42 -1.35
O -3.21 -1.50 3.95
H -3.52 -0.81 3.37
H -3.99 -1.81 4.41
O -1.13 0.82 2.49
H -0.92 0.63 1.58
H -1.99 1.23 2.45
O 1.93 0.56 -3.93
H 1.63 0.95 -4.75
H 2.86 0.40 -4.06
O 4.18 -1.94 2.69
H 4.26 -1.88 1.74
H 3.29 -1.63 2.88
O -2.08 -1.21 -1.89
H -1.77 -2.10 -2.04
H -1.32 -0.74 -1.55
O -2.31 1.98 -3.53
H -1.79 1.91 -4.34
H -1.66 1.98 -2.83
O 1.18 1.85 4.04
H 0.33 2.25 4.25
H 0.99 1.26 3.31
O 2.31 -3.18 -3.16
H 1.80 -3.84 -2.70
H 2.27 -2.41 -2.59
O 0.68 3.73 -4.07
H 0.42 3.00 -3.50
H 0.57 4.51 -3.51
O -3.05 1.08 -0.01
H -2.10 0.98 -0.05
H -3.38 0.62 -0.78
O -4.41 0.36 -2.47
H -3.56 0.69 -2.76
H -4.51 -0.49 -2.90



The following energy relative to the best compared isomer or geometry (same formula, charge and spin) values (in kcal/mol) correspond, in order, to the records above: 47.0, 40.3.
The following HOMO energy values (in eV) correspond, in order, to the records above: -9.908, -7.326.